Computed, not measured: 2 unconnected molecules or ions with the total composition C9H14, with wB97M-V/def2-TZVPD.

```
23
Properties=species:S:1:pos:R:3:nbo_charge:R:1
C 2.350 -1.275 2.075 -0.6478
C 0.951 -1.001 -1.306 -0.1981
C 1.914 -1.010 -0.321 -0.2224
C -0.452 -0.956 -1.097 -0.2282
C 1.382 -0.823 1.012 -0.0028
C -0.863 -0.652 0.187 -0.2024
C 0.051 -0.629 1.231 -0.2315
H 1.138 -1.106 -2.381 0.2053
H 2.979 -1.100 -0.389 0.2193
H -1.082 -1.065 -1.951 0.2156
H -1.973 -0.698 0.301 0.2170
H 1.876 -2.092 2.677 0.2210
H 2.695 -0.676 2.937 0.2248
H -0.211 -0.389 2.250 0.2134
H 3.274 -1.731 1.671 0.2155
C -3.027 2.519 -0.970 -0.6173
C -1.529 2.672 -0.821 -0.6222
H -3.321 2.645 0.075 0.2050
H -3.541 3.334 -1.492 0.2072
H -3.314 1.516 -1.327 0.2079
H -1.184 1.993 -0.012 0.2084
H -0.845 2.291 -1.591 0.2056
H -1.101 3.679 -0.555 0.2067
```

Properties
structure (SMILES)	Cc1ccccc1.CC
LUMO	1.0215	eV
energy above the lowest of the compared OMol25 structures with the same formula, charge and spin	30.2	kcal/mol
total energy	-351.2820	hartree
molar mass	122.2	g mol⁻¹
orbital gap	9.98	eV